[1]
Molecular formula: C3H4F2O
Method: DFT, ωB97M-V/def2-TZVPD

Results
Calculated total energy in eV: -10656.8312
HOMO energy in Eh: -0.3901
ΔE to the lowest compared entry with this formula, charge and spin in kcal per mole: 26.0
Kohn-Sham gap in eV: 11.12
SMILES string: O=C[C@H](F)CF

Cartesian coordinates (Å):
O  -1.38390  1.20902  1.05488
C  -1.23211  0.08366  0.63247
C  -0.29403  -0.26358  -0.42789
F  -0.51510  -1.64881  -0.74683
C  1.17916  0.11992  -0.07694
F  1.75016  0.12577  -1.30532
H  -1.64040  -0.68969  1.15521
H  -0.63100  0.31584  -1.30086
H  1.73830  -0.41363  0.62501
H  1.02893  1.16150  0.39027

Results of the Mulliken charge analysis, in e, for atoms 1 through 6:
1 O -0.472
2 C -0.171
3 C 0.385
4 F -0.311
5 C -0.401
6 F -0.255

[2]
Molecular formula: C10H24NSi
Method: DFT, ωB97M-V/def2-TZVPD

Results
Calculated total energy in eV: -20119.6129
HOMO energy in Eh: -0.4870
Net charge: +1
ΔE to the lowest compared entry with this formula, charge and spin in kcal per mole: 6.9
Kohn-Sham gap in eV: 10.69
SMILES string: C[NH+](C)[C@@]1(C)CCCC[Si]1(C)C

Cartesian coordinates (Å):
C  -1.19768  -0.79987  -2.56212
N  -1.18697  -0.74917  -1.15069
C  -1.56694  -2.10401  -0.64517
C  0.20169  -0.33864  -0.52109
C  1.15092  -1.51257  -0.59776
C  0.73033  0.91772  -1.37600
C  1.87486  1.71361  -0.72057
C  1.59964  2.46874  0.54767
C  1.42686  1.48242  1.69847
Si  -0.10659  0.31150  1.36951
C  -1.72333  1.28165  1.45523
C  -0.10777  -1.10085  2.60852
H  -0.72371  -1.73188  -2.88490
H  -2.26400  -0.93394  -2.84249
H  -0.70907  0.02116  -2.95341
H  -1.80289  -0.02878  -0.87158
H  -0.85018  -2.87949  -0.87905
H  -1.79931  -1.95225  0.41868
H  -2.57031  -2.47854  -1.15008
H  0.92239  -2.23130  -1.29374
H  1.16795  -2.00045  0.38151
H  2.01750  -0.99265  -0.85932
H  0.02010  1.55205  -1.73875
H  1.25329  0.47427  -2.25065
H  2.29853  2.39873  -1.39228
H  2.62840  0.94935  -0.61389
H  2.46639  2.96668  0.87147
H  0.70677  3.01536  0.46631
H  2.38271  0.93707  1.81254
H  1.48088  1.95375  2.78030
H  -2.34106  0.79787  0.78141
H  -2.17101  1.12441  2.54766
H  -1.53666  2.35005  1.26165
H  0.61103  -1.91293  2.57533
H  0.15985  -0.62883  3.64393
H  -1.15024  -1.44923  2.64133

Results of the Mulliken charge analysis, in e, for atoms 1 through 6:
1 C -0.963
2 N 0.161
3 C -0.847
4 C 1.331
5 C -1.619
6 C -1.843

[3]
Molecular formula: C48H54BCl2N7NdO3S
Method: DFT, ωB97M-V/def2-TZVPD

Results
Calculated total energy in eV: -119060.4930
⟨S²⟩: 3.75
HOMO energy (alpha / beta) in Eh: -0.1123 / -0.1125
Net charge: -1
Kohn-Sham gap (alpha / beta) in eV: 5.02 / 5.03
2S+1: 4

Cartesian coordinates (Å):
Nd  -0.34424  -1.52118  0.12352
O  -1.87169  -5.62665  0.56036
C  -1.07076  -4.69941  0.48127
N  -1.01030  -3.77471  -0.59792
C  -1.75484  -3.81833  -1.69782
O  -2.73519  -4.48977  -2.02864
C  -1.48383  -2.71651  -2.72361
C  -2.06721  -2.85823  -3.98644
C  -1.82613  -1.85413  -4.83702
C  -0.97021  -0.79494  -4.53265
C  -0.47972  -0.73932  -3.25913
N  -0.74494  -1.67954  -2.35679
C  -0.07503  -4.36260  1.46545
C  -0.10125  -5.21190  2.65166
C  0.48843  -4.84601  3.82015
C  1.00692  -3.49262  3.90653
C  1.14370  -2.74939  2.77410
N  0.93879  -3.26177  1.45958
H  -2.76279  -3.64903  -4.12454
H  -2.25229  -1.95127  -5.85229
H  -0.59198  -0.05594  -5.25468
H  0.08863  0.07464  -2.88338
H  -0.57417  -6.21429  2.58873
H  0.48863  -5.40119  4.75528
H  1.16760  -2.98938  4.83251
H  1.45381  -1.65143  2.72599
N  3.23415  -3.81286  1.10514
C  2.22806  -3.27819  0.61192
H  4.08512  -3.65133  0.52412
O  -6.09447  -8.97435  -6.38316
C  -5.96559  -8.65302  -5.31209
C  2.97287  3.50687  -6.89102
S  1.79700  4.18001  -5.72205
C  2.14220  2.96078  -4.43697
H  3.95873  3.37271  -6.48220
H  2.98288  4.16179  -7.78825
H  2.65445  2.55434  -7.30778
H  2.06492  1.90356  -4.86713
H  1.34226  3.03671  -3.69162
H  3.10219  3.10230  -3.90461
Cl  3.38671  -4.67274  -1.91483
C  3.60292  -2.97836  -2.16335
C  4.38888  -2.51340  -3.17462
C  4.39405  -1.10826  -3.53058
C  3.57964  -0.26970  -2.86584
C  2.75720  -0.74536  -1.85875
Cl  1.84333  0.42078  -0.97136
C  2.72345  -2.08027  -1.42753
N  1.87529  -2.40352  -0.38850
H  4.87373  -3.21950  -3.83720
H  5.05997  -0.65412  -4.21626
H  3.61874  0.75253  -3.10840
C  1.81844  0.91145  4.00969
C  2.83513  1.28852  2.88410
C  3.19517  0.09875  1.98294
C  2.60720  2.58725  2.05955
C  3.79376  3.29504  1.81691
C  3.79030  4.42372  0.99813
C  2.55950  4.90256  0.53123
C  1.35336  4.24640  0.81496
C  0.08821  4.72092  0.12058
C  0.18241  4.61749  -1.37728
C  -0.41746  6.06909  0.56132
C  1.40667  3.05991  1.52964
N  0.13349  2.36319  1.86131
B  -0.33920  1.03809  1.41840
N  -1.69956  1.08618  2.01272
C  -1.87331  2.24890  2.78076
C  -0.76901  3.01919  2.62603
C  -2.50959  0.03208  1.62925
C  -2.46630  -1.23028  2.37662
C  -2.92981  -2.35391  1.72941
C  -3.48636  -2.31939  0.46528
C  -3.67604  -1.12932  -0.15009
C  -3.18485  0.09158  0.40471
C  -3.42280  1.33023  -0.41875
C  -4.58977  2.11528  0.20730
C  -2.18024  2.17594  -0.86033
C  -2.23635  -1.31403  3.83460
C  -2.06013  -2.76064  4.31379
C  -3.48486  -0.77180  4.51212
H  2.29825  0.22912  4.72464
H  0.92162  0.41818  3.59599
H  1.43815  1.87025  4.46605
H  3.71321  1.55564  3.46085
H  2.33192  -0.25656  1.36654
H  3.55112  -0.79501  2.49290
H  4.00286  0.33064  1.31065
H  4.71421  2.86503  2.17011
H  4.74477  4.91085  0.72654
H  2.46868  5.76071  -0.07284
H  -0.66439  4.00524  0.38494
H  0.91795  5.33580  -1.70848
H  -0.73115  4.86585  -1.87017
H  0.38089  3.61912  -1.75063
H  0.32392  6.82343  0.52811
H  -0.77280  6.00966  1.59686
H  -1.24937  6.42565  -0.02420
H  -2.73858  2.40311  3.40101
H  -0.59046  4.04362  2.98688
H  -2.88080  -3.32444  2.15543
H  -3.95148  -3.19761  0.09015
H  -4.22916  -1.04225  -1.09114
H  -3.82165  0.88302  -1.31960
H  -4.41285  2.29344  1.26554
H  -5.53918  1.58532  0.12866
H  -4.73236  3.05898  -0.27207
H  -2.08441  3.09523  -0.32000
H  -2.38389  2.32291  -1.92631
H  -1.22820  1.62683  -0.69603
H  -1.30017  -0.81029  4.13965
H  -2.99958  -3.24332  4.16577
H  -1.85893  -2.83775  5.43067
H  -1.30324  -3.30521  3.81769
H  -4.43267  -1.22803  4.06476
H  -3.55807  0.27116  4.36530
H  -3.45080  -1.01327  5.53360

Results of the Mulliken charge analysis, in e, for atoms 1 through 6:
1 Nd -0.174
2 O -0.805
3 C -0.264
4 N 0.465
5 C 0.006
6 O -0.813

[4]
Molecular formula: C25H36F10N6O4S
Method: DFT, ωB97M-V/def2-TZVPD

Results
Calculated total energy in eV: -81646.8249
HOMO energy in Eh: -0.4214
Kohn-Sham gap in eV: 10.95
SMILES string: O=C(NC(F)(F)F)OS(=O)(=O)C(F)(F)C(F)(F)C(F)(F)F.CCCC#N.CCCC#N.CCCC#N.CCCC#N.CCCC#N

Cartesian coordinates (Å):
O  1.03880  -0.31735  3.84071
C  1.38217  0.78885  3.91529
N  2.71154  1.16659  3.51838
C  2.94303  1.20059  2.11402
F  4.25230  0.90842  1.94661
F  2.27415  0.30948  1.38500
F  2.79719  2.40305  1.57516
O  0.46452  1.68043  4.53015
S  -0.02471  2.93994  3.62129
O  -0.91716  3.69667  4.44394
O  1.04643  3.81315  3.23474
C  -0.98030  2.47524  2.09719
F  -0.12231  2.41042  1.05651
F  -1.86013  3.39862  1.76302
C  -1.73830  1.09056  2.09897
F  -2.65950  1.19404  1.11760
F  -0.94621  0.09186  1.70582
C  -2.54944  0.72505  3.38932
F  -1.87693  -0.01137  4.25409
F  -3.56989  -0.03995  2.98301
F  -3.08806  1.76722  3.98652
H  3.31925  0.42917  3.88110
C  0.29737  7.88082  -0.10661
C  0.46920  6.81713  0.97263
C  1.14252  5.54332  0.45316
C  0.32663  4.93801  -0.61484
N  -0.30250  4.45529  -1.43433
H  -0.35230  7.53390  -0.91228
H  -0.15812  8.77861  0.31373
H  1.26129  8.16023  -0.53883
H  -0.51085  6.57182  1.38950
H  1.07038  7.22836  1.78637
H  1.25527  4.82004  1.26117
H  2.13600  5.76834  0.06028
C  -5.16309  -3.31561  -0.89504
C  -5.11708  -1.88252  -1.40830
C  -4.63221  -0.88943  -0.34889
C  -5.53825  -0.89282  0.81876
N  -6.23877  -0.89494  1.71774
H  -5.87022  -3.42582  -0.06999
H  -5.48155  -3.99232  -1.68780
H  -4.17877  -3.63702  -0.55070
H  -6.11210  -1.59530  -1.75681
H  -4.44883  -1.83453  -2.27169
H  -4.59955  0.11944  -0.76301
H  -3.62598  -1.15075  -0.01465
C  -0.71694  -3.48748  0.20792
C  0.09711  -3.50726  -1.08174
C  -0.69806  -3.01535  -2.29467
C  -1.87668  -3.87944  -2.51999
N  -2.78558  -4.54571  -2.69376
H  -1.57682  -4.15800  0.15035
H  -0.10517  -3.81632  1.04885
H  -1.08050  -2.47994  0.42702
H  0.45357  -4.52399  -1.26261
H  0.97918  -2.87547  -0.95673
H  -0.07355  -3.03352  -3.18878
H  -1.03630  -1.98887  -2.13930
C  7.68615  2.72887  1.31514
C  7.55066  4.16736  1.80254
C  7.73345  4.30352  3.31736
C  6.70794  3.51255  4.02926
N  5.91673  2.90334  4.57820
H  6.91647  2.08532  1.74524
H  7.57812  2.68356  0.23067
H  8.66390  2.31686  1.57598
H  6.56840  4.54957  1.51441
H  8.29633  4.78657  1.29910
H  7.64123  5.34852  3.61588
H  8.72220  3.95226  3.61741
C  -2.51072  -6.16839  -5.47647
C  -3.09944  -7.24163  -6.38554
C  -2.49775  -8.62778  -6.13608
C  -1.04078  -8.60714  -6.38705
N  0.08220  -8.59127  -6.58195
H  -1.43961  -6.04083  -5.64861
H  -2.98684  -5.20598  -5.66696
H  -2.66227  -6.41749  -4.42597
H  -2.94052  -6.95331  -7.42770
H  -4.17914  -7.29001  -6.22742
H  -2.95764  -9.36336  -6.79740
H  -2.67454  -8.94187  -5.10594

Results of the Mulliken charge analysis, in e, for atoms 1 through 6:
1 O -0.307
2 C 0.068
3 N -0.076
4 C 0.827
5 F -0.287
6 F -0.281